[1]
Density functional theory data (wB97M-V/def2-TZVPD) for 3 unconnected molecules or ions with the total composition C3H11NOS2.

Calculated values
ΔE to the lowest compared entry with this formula, charge and spin in kJ/mol: 516.1
Strongest force on any atom in eV/Å: 2.2
Calculated total energy in eV: -28492.247

The geometry in XYZ format:
```
18
Properties=species:S:1:pos:R:3:forces:R:3
N -1.195111 0.743265 1.973238 1.445 -0.903 -1.322
C 0.013774 0.829342 1.192830 0.255 1.261 0.399
C -0.028812 1.698037 -0.049193 0.925 -0.130 -0.177
C 0.535487 -0.571438 0.836917 1.157 -0.792 1.169
S 0.395409 -1.677365 2.227069 -0.191 0.209 -1.001
S 1.251253 -0.169071 -2.394344 0.372 -0.555 0.591
H -1.708409 1.563136 2.237522 -0.114 -0.237 0.169
H -1.261934 -0.208409 2.322097 -0.982 0.503 0.650
H 0.826886 1.225618 1.848458 -0.242 -0.118 -0.473
H 0.959002 1.579869 -0.612328 -1.069 0.201 0.738
H -0.787096 1.336360 -0.750129 -0.166 0.432 0.223
H -0.116450 2.754030 0.248394 -0.243 -0.236 -0.431
H -0.053777 -0.967933 -0.005772 -0.337 -0.033 -0.202
H 1.590013 -0.519499 0.516945 -0.540 0.131 0.043
H 1.198991 0.274068 -3.642734 -0.267 0.299 -0.349
H -0.313364 -3.376344 -1.820864 -0.228 0.396 -0.140
H -0.375580 -1.871936 -2.162201 0.164 -0.045 -0.195
O -0.930287 -2.641725 -1.965911 0.061 -0.384 0.309
```
Positions in Å, forces in eV/Å.


[2]
Density functional theory data (wB97M-V/def2-TZVPD) for 2 unconnected molecules or ions with the total composition C3H11NOS2.

Calculated values
Structure (SMILES): NCCCSS.O
ΔE to the lowest compared entry with this formula, charge and spin in kJ/mol: 46.5
Strongest force on any atom in eV/Å: 2.1
Calculated total energy in eV: -28497.115

The geometry in XYZ format:
```
18
Properties=species:S:1:pos:R:3:forces:R:3
S -1.898796 0.551764 -0.093714 -0.408 0.399 0.279
S 0.068859 0.426864 0.448348 0.398 -0.534 -0.301
C 0.359695 -1.367017 0.054972 -0.863 -0.512 -0.007
C 1.820610 -1.690611 -0.375371 -1.951 0.268 0.789
C 2.058074 -1.077367 -1.733354 0.976 1.873 0.387
N 3.228691 -1.664154 -2.327740 0.723 -0.526 -0.579
H -2.442994 0.863612 1.112670 0.222 -0.289 -0.320
H -0.011880 -1.948304 0.925799 0.542 0.264 -0.442
H -0.344628 -1.611822 -0.782270 0.688 0.254 0.647
H 2.477746 -1.369417 0.454235 0.146 0.056 -0.740
H 1.885574 -2.772388 -0.444764 0.084 -0.228 -0.012
H 1.224716 -1.150242 -2.424072 -0.373 -0.618 0.101
H 2.129679 0.034554 -1.591964 0.176 -0.612 -0.014
H 3.997555 -1.794015 -1.678664 -0.194 0.212 -0.076
H 3.575681 -1.192587 -3.157329 -0.167 -0.006 0.276
H -3.854318 2.803219 2.533137 -0.020 -0.288 -0.026
H -2.542902 2.556111 3.334509 0.030 -0.363 -0.009
O -3.151015 3.224857 3.026237 -0.009 0.650 0.047
```
Positions in Å, forces in eV/Å.


[3]
Density functional theory data (wB97M-V/def2-TZVPD) for 2 unconnected molecules or ions with the total composition C3H11NS.

Calculated values
Structure (SMILES): CNC.CS
ΔE to the lowest compared entry with this formula, charge and spin in kJ/mol: 103.0
Strongest force on any atom in eV/Å: 1.9
Calculated total energy in eV: -15613.683

The geometry in XYZ format:
```
16
Properties=species:S:1:pos:R:3:forces:R:3
C -1.488170 -0.131943 1.609158 0.227 0.386 0.309
N -0.746683 0.054190 0.353420 -1.401 1.320 0.076
C -0.773647 1.520838 0.030734 0.394 -0.084 -0.824
H -1.286898 -1.115376 2.048548 -0.266 0.170 -0.190
H -1.150195 0.641806 2.316706 0.043 -0.395 -0.132
H -2.555489 0.074443 1.444837 0.101 -0.414 0.199
H -1.211267 -0.514723 -0.360060 0.197 0.503 0.037
H 0.698754 -0.446463 0.274162 1.537 -0.473 -0.024
H -1.724918 2.101852 0.159288 0.328 -1.075 -0.170
H -0.400403 1.662078 -1.003322 -0.295 -0.037 0.547
H -0.064922 2.027723 0.687530 0.144 -0.241 0.030
C 2.140763 -1.200418 -1.641475 -0.203 -0.214 0.157
S 2.141660 -0.907196 0.157248 -0.752 0.231 0.032
H 1.594897 -2.107626 -1.895329 -0.033 -0.008 0.003
H 1.683505 -0.360284 -2.134478 -0.220 0.316 -0.312
H 3.143007 -1.298904 -2.046970 0.197 0.015 0.261
```
Positions in Å, forces in eV/Å.


[4]
Density functional theory data (wB97M-V/def2-TZVPD) for 2 unconnected molecules or ions with the total composition C3H11NS.

Calculated values
Structure (SMILES): CNC.CS
ΔE to the lowest compared entry with this formula, charge and spin in kJ/mol: 98.2
Strongest force on any atom in eV/Å: 1.9
Calculated total energy in eV: -15613.734

The geometry in XYZ format:
```
16
Properties=species:S:1:pos:R:3:forces:R:3
C 1.814869 1.136076 -0.480304 -0.624 -0.182 -0.311
N 0.759283 0.104272 -0.154157 1.796 0.211 -0.691
C 1.154209 -0.613878 1.050430 0.442 -0.547 -0.057
H 1.483825 1.792887 -1.296974 -0.128 -0.297 0.243
H 1.968513 1.764756 0.397124 0.011 -0.110 0.002
H 2.786284 0.699498 -0.795130 -0.528 -0.020 0.366
H 0.782552 -0.582299 -0.904220 -0.261 0.238 -0.148
H -0.688984 0.553434 0.037974 -1.479 0.730 -0.200
H 2.242298 -0.846958 0.973623 -0.652 -0.047 0.524
H 0.571855 -1.546150 1.150798 0.274 0.401 -0.056
H 0.932762 0.015960 1.906274 0.199 -0.002 0.219
C -2.813011 -0.629020 -0.413717 0.284 0.184 -0.513
S -2.141204 0.983804 0.072197 1.093 -0.185 0.253
H -2.740657 -0.737045 -1.505350 -0.202 -0.121 0.346
H -2.264033 -1.439120 0.059674 -0.074 -0.082 0.081
H -3.848561 -0.656218 -0.098243 -0.152 -0.171 -0.059
```
Positions in Å, forces in eV/Å.


[5]
Density functional theory data (wB97M-V/def2-TZVPD) for 3 unconnected molecules or ions with the total composition C3H11O2S.

Calculated values
Multiplicity: 2
ΔE to the lowest compared entry with this formula, charge and spin in kJ/mol: 23.7
Strongest force on any atom in eV/Å: 1.7
⟨S²⟩: 0.753
Calculated total energy in eV: -18218.172

The geometry in XYZ format:
```
17
Properties=species:S:1:pos:R:3:forces:R:3
C 1.413871 -1.032771 -0.288224 0.044 0.418 -0.795
C 1.174229 0.485315 -0.315203 -0.504 -0.347 1.598
C 1.526589 1.154972 1.071762 -0.261 -0.136 -1.474
S 0.075027 1.817123 1.882406 0.201 -0.078 0.284
H 2.370725 -1.320354 0.152069 -0.045 0.031 -0.083
H 1.380501 -1.344575 -1.329933 0.208 -0.404 -0.056
H 0.601258 -1.568337 0.202180 0.079 0.128 0.297
H 1.674833 1.005887 -1.127488 0.070 -0.130 -0.021
H 0.093492 0.579694 -0.423435 0.085 0.377 -0.550
H 2.224284 1.971901 0.899641 0.230 -0.107 0.341
H 1.975311 0.363178 1.672049 0.050 0.304 0.432
H -2.626131 -0.341485 -1.504835 -0.291 0.056 0.202
H -2.047637 -1.711734 -1.466933 -0.124 -0.194 0.001
O -2.784741 -1.226389 -1.849506 0.286 -0.075 -0.394
H -1.566079 0.449579 0.820499 -0.208 0.062 0.093
H -3.050062 0.527511 1.132058 -0.088 -0.036 -0.063
O -2.435472 0.190486 0.472893 0.268 0.131 0.189
```
Positions in Å, forces in eV/Å.


[6]
Density functional theory data (wB97M-V/def2-TZVPD) for 3 unconnected molecules or ions with the total composition C3H11O3.

Calculated values
ΔE to the lowest compared entry with this formula, charge and spin in kJ/mol: 0.0
Strongest force on any atom in eV/Å: 0.5
Net charge: -1
Calculated total energy in eV: -9432.894

The geometry in XYZ format:
```
17
Properties=species:S:1:pos:R:3:forces:R:3
C 0.852935 0.744530 -0.190796 -0.271 0.167 0.117
O -0.101293 1.077226 -1.113272 -0.098 0.058 0.040
C 0.512753 -0.517855 0.606891 -0.337 -0.363 0.001
C 1.583293 -0.997083 1.582555 -0.258 0.130 0.195
H 1.850318 0.602616 -0.651431 0.165 -0.111 -0.053
H 0.999374 1.554409 0.559468 0.077 0.025 0.016
H -0.434911 -0.350740 1.140894 0.191 0.086 -0.083
H 0.288901 -1.316306 -0.112443 0.096 0.009 0.002
H 1.227334 -1.856390 2.163074 0.128 -0.026 -0.142
H 2.505983 -1.270245 1.069070 0.056 -0.036 -0.003
H 1.817494 -0.219975 2.315705 0.088 0.078 -0.065
H -1.354261 -1.506606 -2.010171 0.081 -0.029 0.095
H -1.064374 0.021747 -1.803413 0.192 -0.198 -0.034
O -1.698973 -0.644426 -2.244838 -0.181 0.175 -0.120
H -1.529162 1.573963 -0.439371 0.029 0.101 0.070
H -2.995610 1.306737 -0.755910 0.148 0.101 0.266
O -2.459809 1.798403 -0.116016 -0.107 -0.168 -0.305
```
Positions in Å, forces in eV/Å.